*P*
Density functional theory data (ωB97M-V with the def2-TZVPD basis set) for a single C9H8N2 molecule.

## Properties
* gap between HOMO and LUMO: 0.3506 Eh
* molecular weight: 144.2 g mol⁻¹
* structure (SMILES): c1ccc(-c2ncc[nH]2)cc1
* total charge: 0
* LUMO: 0.73 eV

Last column: Mulliken charge in e.
Positions of all 19 atoms, in Å:
C: -2.801 1.332 0.186  -0.3663
C: -2.314 0.814 -0.991  -0.2154
C: -1.015 0.196 -1.060  -0.4828
C: -0.239 0.294 0.088  0.8036
C: 1.118 -0.342 0.074  0.1270
N: 2.201 0.200 0.548  -0.6297
C: 3.192 -0.756 0.266  -0.1963
C: 2.743 -1.827 -0.387  -0.2660
N: 1.296 -1.573 -0.475  -0.2091
C: -0.677 0.902 1.222  -0.4672
C: -2.007 1.413 1.287  -0.3391
H: -4.019 1.675 0.334  0.1672
H: -2.803 0.732 -2.189  0.1432
H: -0.468 -0.218 -1.998  0.3301
H: 4.398 -0.646 0.522  0.2367
H: 3.180 -2.846 -0.908  0.2744
H: 0.357 -2.160 -0.800  0.3667
H: 0.022 0.846 2.073  0.3575
H: -2.165 1.965 2.211  0.3654

***

*Q*
Density functional theory data (ωB97M-V with the def2-TZVPD basis set) for a single C9H8N2 molecule.

## Properties
* gap between HOMO and LUMO: 0.2728 Eh
* molecular weight: 144.2 g mol⁻¹
* structure (SMILES): C1=CNc2ccccc2C=N1
* total charge: 0
* LUMO: -0.04 eV

Last column: Mulliken charge in e.
Positions of all 19 atoms, in Å:
C: -0.938 -2.655 -0.250  -0.3825
C: -0.638 -1.969 -1.407  -0.1846
N: -0.629 -0.608 -1.568  -0.2369
C: -0.056 0.234 -0.632  0.2996
C: 0.778 1.294 -1.089  -0.4636
C: 1.378 2.229 -0.210  -0.6325
C: 1.123 2.137 1.164  -0.5043
C: 0.308 1.087 1.652  -0.6638
C: -0.307 0.147 0.759  0.9932
C: -1.075 -0.907 1.401  -0.1135
N: -1.364 -2.152 1.005  -0.5802
H: -0.888 -3.708 -0.239  0.3813
H: -0.405 -2.549 -2.300  0.2993
H: -0.548 -0.270 -2.542  0.2509
H: 0.952 1.435 -2.175  0.2071
H: 2.014 3.009 -0.591  0.3768
H: 1.545 2.869 1.879  0.3382
H: 0.161 1.020 2.737  0.2934
H: -1.411 -0.643 2.405  0.3220

***

*R*
Density functional theory data (ωB97M-V with the def2-TZVPD basis set) for a single C9H8N2 molecule.

## Properties
* gap between HOMO and LUMO (alpha / beta): 0.2491 / 0.2305 Eh
* molecular weight: 144.2 g mol⁻¹
* total charge: 0
* LUMO (alpha / beta): 0.09 / -0.26 eV

Last column: Mulliken charge in e.
Positions of all 19 atoms, in Å:
C: 1.184 -0.349 -0.959  -0.6301
C: 2.264 0.517 -0.844  -0.4983
C: 1.780 -0.050 1.256  -1.1698
C: 0.800 -0.592 0.447  1.2256
C: -1.496 -1.883 0.619  -0.7254
C: -2.695 -1.247 0.104  -0.0850
C: -0.408 -1.168 0.680  -0.2582
C: -1.866 0.835 -0.408  0.7553
C: -1.221 1.962 -0.511  -1.1517
N: -2.734 -0.035 -0.298  -0.4800
N: 2.736 0.534 0.459  0.0099
H: 0.543 -0.468 -1.816  0.4833
H: 2.910 1.013 -1.507  0.4539
H: 1.849 -0.090 2.254  0.5639
H: -1.596 -2.890 0.851  0.4508
H: -3.511 -1.986 -0.161  0.3225
H: -1.156 2.509 -1.330  0.3763
H: -0.952 2.448 0.407  0.2306
H: 3.569 0.941 0.758  0.1263

***

Tell me which of them is the least stable. Sure, it is *R*.

***

*P*
Density functional theory data (ωB97M-V with the def2-TZVPD basis set) for a single C9H8N2 molecule.

## Properties
* gap between HOMO and LUMO: 0.3013 Eh
* molecular weight: 144.2 g mol⁻¹
* structure (SMILES): N=C=C/N=C\c1ccccc1
* total charge: 0
* LUMO: 0.16 eV

Last column: Mulliken charge in e.
Positions of all 19 atoms, in Å:
N: -0.171 -0.961 2.524  -0.6333
C: 0.814 -0.252 2.688  0.7831
C: 1.933 0.376 2.623  -0.5293
N: 2.240 1.438 1.815  -0.5301
C: 1.576 1.708 0.746  -0.2444
C: 0.565 0.790 0.267  0.9177
C: -0.789 1.377 -0.048  -0.7886
C: -1.629 0.442 -0.617  -0.3055
C: -1.394 -0.883 -0.707  -0.5543
C: -0.127 -1.411 -0.222  -0.3425
C: 0.918 -0.593 0.122  -0.6625
H: -0.165 -1.513 1.848  0.3208
H: 2.686 0.258 3.455  0.3244
H: 1.645 2.708 0.283  0.4085
H: -1.037 2.360 0.259  0.4887
H: -2.648 0.703 -0.944  0.2901
H: -2.124 -1.516 -1.162  0.4318
H: 0.035 -2.524 -0.361  0.3514
H: 1.970 -1.014 0.174  0.2740

***

*Q*
Density functional theory data (ωB97M-V with the def2-TZVPD basis set) for a single C9H8N2 molecule.

## Properties
* gap between HOMO and LUMO: 0.3424 Eh
* molecular weight: 144.2 g mol⁻¹
* structure (SMILES): c1ccc(-c2ncc[nH]2)cc1
* total charge: 0
* LUMO: 0.89 eV

Last column: Mulliken charge in e.
Positions of all 19 atoms, in Å:
C: -3.143 -0.046 -0.060  -0.3507
C: -2.429 -1.218 0.304  -0.8595
C: -0.990 -1.268 0.244  -0.5192
C: -0.263 -0.044 -0.074  0.4055
C: 1.172 -0.177 -0.093  -0.1843
N: 1.979 -0.823 -0.954  -0.6063
C: 3.273 -0.482 -0.637  -0.5051
C: 3.210 0.389 0.428  -0.1191
N: 1.944 0.579 0.770  -0.0310
C: -0.970 1.050 -0.434  -0.0750
C: -2.360 1.115 -0.407  -0.6523
H: -4.263 -0.008 -0.017  0.3107
H: -2.840 -1.970 0.477  0.7494
H: -0.482 -2.087 0.610  0.4593
H: 4.066 -0.938 -1.063  0.5004
H: 4.040 0.883 1.164  0.2620
H: 1.374 1.173 1.391  0.2869
H: -0.578 1.996 -0.880  0.2816
H: -2.740 1.874 -0.769  0.6466

***

*R*
Density functional theory data (ωB97M-V with the def2-TZVPD basis set) for a single C9H8N2 molecule.

## Properties
* gap between HOMO and LUMO: 0.3201 Eh
* molecular weight: 144.2 g mol⁻¹
* structure (SMILES): N#C/C=C(\N)c1ccccc1
* total charge: 0
* LUMO: 0.06 eV

Last column: Mulliken charge in e.
Positions of all 19 atoms, in Å:
N: -0.411 0.980 -4.690  -0.4485
C: -0.547 0.578 -3.602  -0.1610
C: -0.670 0.019 -2.282  -0.5771
C: -0.140 0.621 -1.196  0.7151
N: 0.444 1.870 -1.363  -0.4577
C: -0.112 0.015 0.170  1.0241
C: -0.619 -1.249 0.445  -0.2499
C: -0.527 -1.805 1.732  -0.6933
C: 0.144 -1.140 2.739  -0.2726
C: 0.687 0.106 2.511  -0.8373
C: 0.588 0.647 1.217  -0.2534
H: -1.166 -0.942 -2.253  0.3444
H: 0.453 2.298 -2.305  0.2284
H: 1.244 2.105 -0.798  0.1730
H: -1.122 -1.838 -0.320  0.2237
H: -0.910 -2.837 1.911  0.3110
H: 0.290 -1.590 3.710  0.3635
H: 1.235 0.610 3.307  0.3548
H: 1.138 1.552 1.067  0.2128

***

*S*
Density functional theory data (ωB97M-V with the def2-TZVPD basis set) for a single C9H8N2 molecule.

## Properties
* gap between HOMO and LUMO: 0.3524 Eh
* molecular weight: 144.2 g mol⁻¹
* structure (SMILES): c1ccc(-c2ncc[nH]2)cc1
* total charge: 0
* LUMO: 0.82 eV

Last column: Mulliken charge in e.
Positions of all 19 atoms, in Å:
C: -1.005 1.048 -2.859  -0.5089
C: 0.316 1.020 -2.564  -0.5066
C: 0.823 0.441 -1.333  -0.7633
C: -0.181 0.118 -0.454  0.7114
C: 0.257 -0.505 0.883  -0.2414
N: 0.331 -1.716 1.295  -0.5179
C: 0.829 -1.615 2.553  -0.3269
C: 1.154 -0.409 2.913  -0.1722
N: 0.848 0.386 1.850  -0.0823
C: -1.558 0.237 -0.724  -0.2371
C: -1.909 0.733 -1.879  -0.1050
H: -1.400 1.558 -3.751  0.3282
H: 1.046 1.240 -3.225  0.4748
H: 1.732 0.525 -1.177  0.6544
H: 0.913 -2.651 3.172  0.2802
H: 1.539 0.231 3.873  0.2609
H: 0.948 1.458 1.832  0.2951
H: -2.358 -0.332 0.088  0.1780
H: -3.024 0.873 -2.044  0.2784

***

Tell me which of them is the least stable. Sure, it is *P*.

***

*P*
Density functional theory data (ωB97M-V with the def2-TZVPD basis set) for a molecular structure, C5H7PS.

## Properties
* gap between HOMO and LUMO: 0.3064 Eh
* molecular weight: 130.2 g mol⁻¹
* total charge: 0
* LUMO: -0.11 eV

Last column: Mulliken charge in e.
Positions of all 14 atoms, in Å:
C: 0.054 -1.065 -0.757  -0.3748
C: -1.202 -1.056 -1.156  -0.7399
C: -0.218 0.842 0.684  -0.2946
C: 0.580 -0.096 0.148  0.7564
C: 1.996 -0.271 0.660  -1.2517
P: -1.869 0.993 -0.070  0.1434
S: -2.458 2.581 -0.954  -0.3703
H: 0.727 -1.710 -1.107  0.4451
H: -1.928 -1.488 -1.868  0.3598
H: 0.215 1.679 1.329  0.2712
H: 2.101 -1.447 0.684  0.2889
H: 2.126 0.366 1.571  0.3281
H: 2.572 0.063 -0.123  0.3580
H: -2.696 0.610 0.958  0.0803

***

*Q*
Density functional theory data (ωB97M-V with the def2-TZVPD basis set) for a single C5H7PS molecule.

## Properties
* gap between HOMO and LUMO: 0.2675 Eh
* molecular weight: 130.2 g mol⁻¹
* structure (SMILES): CP1CCC2=C1S2
* total charge: 0
* LUMO: -1.03 eV

Last column: Mulliken charge in e.
Positions of all 14 atoms, in Å:
C: -2.018 0.039 -0.476  -0.8281
P: -0.478 0.578 -1.234  0.0609
C: 0.748 -0.827 -0.591  -0.8262
C: 1.601 -0.125 0.474  -0.4867
C: 0.891 1.092 0.801  0.5685
C: -0.060 1.721 0.026  -0.4552
S: -0.016 1.244 2.228  -0.2122
H: -1.610 -0.784 0.173  0.2613
H: -2.828 -0.460 -1.141  0.2851
H: -2.484 0.845 0.057  0.3253
H: 1.494 -0.852 -1.417  0.3885
H: 0.362 -1.816 -0.257  0.4068
H: 2.640 0.129 0.047  0.2484
H: 1.756 -0.783 1.308  0.2635

***

Tell me which of them is the least stable. Sure, it is *Q*.

***

*P*
Density functional theory data (ωB97M-V with the def2-TZVPD basis set) for a molecular structure, CH2NO4.

## Properties
* gap between HOMO and LUMO (alpha / beta): 0.3040 / 0.3041 Eh
* molecular weight: 92.0 g mol⁻¹
* total charge: -1
* LUMO (alpha / beta): 4.44 / 4.44 eV

Last column: Mulliken charge in e.
Positions of all 8 atoms, in Å:
C: 0.195 0.160 -1.931  0.6179
N: 0.426 -0.164 0.711  -0.0841
O: 0.914 0.440 -0.869  -0.4522
O: 0.621 0.343 -3.017  -0.6063
O: -1.013 -0.426 -1.747  -0.5259
O: -0.801 0.286 0.829  -0.6341
H: 0.919 0.492 1.310  0.2143
H: -1.088 -0.384 -0.666  0.4704

***

*Q*
Density functional theory data (ωB97M-V with the def2-TZVPD basis set) for 2 unconnected molecules or ions with the total composition CH2NO4.

## Properties
* gap between HOMO and LUMO: 0.2514 Eh
* molecular weight: 92.0 g mol⁻¹
* total charge: -1
* LUMO: 4.12 eV

Last column: Mulliken charge in e.
Positions of all 8 atoms, in Å:
C: 1.702 0.048 -0.067  0.6922
N: -1.325 0.014 0.682  -0.1068
O: -0.105 -0.544 0.596  -0.6562
O: 2.268 -0.927 -0.385  -0.4753
O: 1.575 1.215 -0.006  -0.5017
O: -1.917 -0.213 -0.616  -0.4083
H: -1.017 1.065 0.846  0.1737
H: -1.182 -0.657 -1.049  0.2824

***

Tell me which of them is the least stable. Sure, it is *Q*.

***

*P*
Density functional theory data (ωB97M-V with the def2-TZVPD basis set) for 4 unconnected molecules or ions with the total composition CH10NO3.

## Properties
* gap between HOMO and LUMO: 0.3913 Eh
* molecular weight: 84.1 g mol⁻¹
* total charge: +1
* LUMO: -4.70 eV

Last column: Mulliken charge in e.
Positions of all 15 atoms, in Å:
C: -0.891 -1.138 0.493  -0.0978
N: -1.289 0.068 0.549  -0.1193
H: -0.085 -1.421 -0.168  0.2938
H: -1.448 -1.952 0.941  0.3126
H: -2.020 0.254 1.225  0.2874
H: -0.804 0.733 -0.086  0.3670
H: 0.282 3.843 0.488  0.3338
H: -0.860 3.995 -0.341  0.3190
O: 0.060 3.693 -0.428  -0.6433
H: 1.300 1.644 -0.367  0.2999
H: 1.875 0.228 -0.034  0.2935
O: 1.072 0.721 -0.108  -0.6406
H: 1.511 -3.918 -0.322  0.3109
H: 0.526 -3.404 -1.380  0.3244
O: 0.771 -3.346 -0.461  -0.6414

***

*Q*
Density functional theory data (ωB97M-V with the def2-TZVPD basis set) for 4 unconnected molecules or ions with the total composition CH10NO3.

## Properties
* gap between HOMO and LUMO: 0.3844 Eh
* molecular weight: 84.1 g mol⁻¹
* total charge: +1
* LUMO: -4.45 eV

Last column: Mulliken charge in e.
Positions of all 15 atoms, in Å:
C: 0.444 -0.317 1.359  -0.1112
N: 0.569 0.952 1.356  -0.0694
H: 0.310 -0.731 0.374  0.2788
H: 0.591 -0.938 2.229  0.3243
H: 0.643 1.350 2.288  0.2963
H: 0.413 1.515 0.566  0.2705
H: -3.878 0.394 -2.845  0.3220
H: -3.041 -0.782 -2.812  0.3270
O: -2.933 0.181 -2.770  -0.6463
H: -0.540 0.141 -1.542  0.3147
H: -1.810 0.967 -1.152  0.3296
O: -0.979 0.610 -0.830  -0.6694
H: 3.539 -1.881 1.186  0.3127
H: 3.658 -0.386 1.404  0.3139
O: 3.014 -1.075 1.190  -0.5934

***

*R*
Density functional theory data (ωB97M-V with the def2-TZVPD basis set) for 4 unconnected molecules or ions with the total composition CH10NO3.

## Properties
* gap between HOMO and LUMO: 0.3802 Eh
* molecular weight: 84.1 g mol⁻¹
* total charge: +1
* LUMO: -4.85 eV

Last column: Mulliken charge in e.
Positions of all 15 atoms, in Å:
C: -0.344 1.030 1.212  -0.0537
N: 0.553 1.495 0.404  -0.2243
H: -0.940 1.846 1.621  0.3040
H: -0.565 -0.023 1.221  0.2309
H: 0.492 1.164 -0.649  0.4187
H: 0.778 2.480 0.394  0.3131
H: 1.670 -2.417 0.660  0.3006
H: 0.234 -2.294 1.020  0.2941
O: 1.008 -1.744 0.838  -0.5975
H: -2.276 -1.876 0.630  0.3088
H: -2.659 -1.045 -0.654  0.2969
O: -2.209 -1.030 0.197  -0.5960
H: 1.132 0.188 -2.692  0.3138
H: 1.951 1.380 -2.203  0.3064
O: 1.176 0.845 -1.999  -0.6157

***

Tell me which of them is the least stable. Sure, it is *R*.

***

*P*
Density functional theory data (ωB97M-V with the def2-TZVPD basis set) for a single C8H14 molecule.

## Properties
* gap between HOMO and LUMO: 0.3704 Eh
* molecular weight: 110.2 g mol⁻¹
* structure (SMILES): C=CCC(=C)CCC
* total charge: 0
* LUMO: 1.00 eV

Last column: Mulliken charge in e.
Positions of all 22 atoms, in Å:
C: -0.011 3.343 -0.096  -0.6239
C: -0.506 2.079 -0.321  -0.1275
C: -0.173 1.012 -1.421  -0.7691
C: -0.262 -0.448 -0.886  0.6136
C: -1.305 -1.254 -1.191  -1.2373
C: 0.912 -0.833 -0.010  -0.4802
C: 0.399 -1.932 0.959  -0.3743
C: 0.753 -1.651 2.439  -1.1298
H: 1.045 3.573 -0.357  0.2301
H: -0.626 4.293 0.201  0.2096
H: -1.454 2.010 0.307  0.2312
H: -0.903 1.010 -2.259  0.3477
H: 0.765 1.275 -1.878  0.3409
H: -2.187 -0.858 -1.552  0.3112
H: -1.466 -2.216 -0.854  0.4527
H: 1.181 -0.125 0.756  0.1885
H: 1.612 -0.965 -0.809  0.4373
H: 1.022 -2.877 0.554  0.1555
H: -0.723 -2.170 0.894  0.3069
H: 0.366 -2.452 3.117  0.3211
H: 1.943 -1.807 2.486  0.2319
H: 0.597 -0.579 2.559  0.3638

***

*Q*
Density functional theory data (ωB97M-V with the def2-TZVPD basis set) for a single C8H14 molecule.

## Properties
* gap between HOMO and LUMO: 0.3358 Eh
* molecular weight: 110.2 g mol⁻¹
* structure (SMILES): C=C/C(=C/C)CCC
* total charge: 0
* LUMO: 0.89 eV

Last column: Mulliken charge in e.
Positions of all 22 atoms, in Å:
C: 2.588 1.812 0.272  -0.8327
C: 1.303 1.661 0.517  -0.5418
C: 0.472 0.807 -0.304  0.8915
C: 1.049 0.224 -1.370  -0.4483
C: 0.431 -0.900 -2.201  -1.3392
C: -0.866 0.471 0.278  -1.0683
C: -0.853 -0.853 1.121  0.0298
C: -2.293 -1.323 1.370  -1.1292
H: 3.263 1.175 -0.239  0.3331
H: 3.136 2.486 0.973  0.2333
H: 0.705 2.242 1.174  0.3284
H: 1.955 0.625 -1.681  0.4702
H: 0.284 -1.830 -1.636  0.2877
H: 1.018 -0.980 -3.162  0.2832
H: -0.571 -0.911 -2.388  0.4518
H: -1.241 1.413 0.799  0.3923
H: -1.680 0.320 -0.491  0.3580
H: -0.312 -1.636 0.457  0.1175
H: -0.217 -0.648 2.109  0.2693
H: -2.371 -1.700 2.434  0.3149
H: -3.147 -0.469 1.350  0.2374
H: -2.653 -1.987 0.617  0.3613

***

Tell me which of them is the least stable. Sure, it is *P*.